[1]
Below is the ion C27H38F2N2O3PSSi with charge +1 in a non-equilibrium geometry, with properties calculated with ωB97M-V/def2-TZVPD.

Structure (XYZ):
```
75
Properties=species:S:1:pos:R:3
S 2.4732 5.2653 3.4314
P 3.2613 4.8669 1.6995
Si -3.8558 0.1298 -1.7909
F -1.8762 2.1455 0.6528
F -1.5952 4.1341 -0.2356
O 8.1337 0.3850 -1.1518
O -1.9784 -3.4298 0.3704
O 2.1155 -0.7707 -1.3931
N 0.6697 -4.0282 -0.4324
N 4.1758 -0.1283 -0.4300
C 1.0154 -2.6445 -0.1512
C -5.4301 -1.3066 1.7993
C 2.8874 0.0631 -0.7087
C -1.2344 2.8223 -0.3827
C -5.7056 -0.1409 2.5203
C -1.7754 2.2342 -1.6969
C -4.5992 -0.0052 -0.0531
C -3.8049 -1.6499 -2.4803
C 4.9569 0.7668 0.2744
C 1.0321 3.6376 0.5337
C 0.1134 -4.7316 0.7282
C -2.0370 0.6833 -1.6615
C 0.9052 1.4887 -0.5380
C -5.4400 1.1209 1.9513
C 7.4468 1.2770 -0.2957
C -4.8921 1.1756 0.6677
C 4.4431 1.9548 0.7070
C 2.2220 -2.1767 -1.0370
C 2.3822 3.4863 0.8235
C 3.0390 2.2733 0.4407
C -0.8334 -3.1197 2.5733
C 0.2624 2.6282 -0.1352
C 2.2925 1.2821 -0.2635
C -4.8577 -1.2695 0.5076
C -1.1698 -4.0631 1.3556
C 6.4371 0.4739 0.6054
C -4.8609 1.2098 -2.9708
H -2.7398 2.7400 -1.8959
H 7.5831 -0.3775 -1.3574
H 0.0570 -4.1139 -1.2365
H -5.6674 -2.2741 2.2559
H 1.3628 -2.6095 0.8953
H -1.1155 2.5237 -2.5366
H 0.5421 4.5733 0.8383
H 0.1544 -1.9754 -0.3517
H 3.1493 -2.4586 -0.5150
H -1.5223 0.2636 -2.5557
H -5.9060 0.8626 -2.9274
H 0.3988 0.6688 -1.0520
H 6.5826 -0.6249 0.5403
H 0.9129 -4.7771 1.4949
H -1.1858 -2.0855 2.3961
H -1.2920 -3.5160 3.4918
H -4.6673 -2.2276 0.0189
H -6.1619 -0.1593 3.5150
H 8.1323 1.7999 0.3921
H 4.6211 -0.9927 -0.7310
H 3.1720 6.0143 0.8632
H 6.8595 2.0256 -0.8636
H 4.6415 4.5832 1.8182
H -4.8388 -1.9660 -2.6998
H 2.1398 -2.7446 -1.9807
H 5.0522 2.6759 1.2540
H 0.2594 -3.1226 2.7481
H -1.5370 0.2028 -0.7984
H 6.5337 0.7173 1.6792
H -1.8343 -2.4756 0.3925
H -4.6392 2.1273 0.1787
H -0.1549 -5.7674 0.4562
H -1.7879 -4.8734 1.7884
H -3.1450 -1.7370 -3.3613
H -4.7788 2.2932 -2.7677
H -5.6496 2.0554 2.4838
H -4.4522 1.0521 -3.9876
H -3.3966 -2.3398 -1.7163
```

The spin multiplicity is 1. The calculation puts the energy above the lowest of the compared OMol25 structures with the same formula, charge and spin at 14.77 kcal/mol. As for the total charge: +1. Its SMILES is C[C@@H](O)CNCCOc1[nH+]c(CCO)cc2c([PH2]=S)cc(C(F)(F)CC[Si](C)(C)c3ccccc3)cc12.


[2]
Below is a cluster of 8 separate species, C68H65IN2O33Si in total in a non-equilibrium geometry, with properties calculated with ωB97M-V/def2-TZVPD.

Structure (XYZ):
```
170
Properties=species:S:1:pos:R:3
I 2.3164 -2.3260 -4.0232
Si -2.8523 -2.2178 2.5893
O -0.1462 7.2758 -8.6923
O 4.5465 -0.9243 -0.7142
O -1.0042 0.0009 -5.5803
O -9.8776 0.1411 1.2111
O 7.9065 -10.3507 2.5739
O -3.8727 0.6521 7.5055
O -5.1327 8.9070 -8.0742
O -1.2394 -1.7811 2.5579
O -3.4254 2.8051 -1.5410
O 4.3704 -3.2094 -6.2352
O 5.9406 -5.5974 1.3787
O 6.1853 -0.2887 2.0632
O 6.1752 -7.3310 -0.5774
O -1.9998 2.4108 -5.9939
O -2.3663 0.4229 -1.1070
O -4.5529 6.4649 -7.2874
O -5.7552 7.4642 -4.9483
O -11.1692 -1.1210 3.1193
O 8.7923 -2.1127 -7.3652
O -7.1523 7.8862 -0.4793
O 0.0363 -2.4592 -2.2290
O 5.0125 -5.6963 -5.6766
O -4.7774 5.0627 -4.5337
O 7.5983 -8.6434 4.5439
O -7.7859 -4.3492 3.5444
O 9.4188 -4.6187 -6.8871
O -6.1097 5.5080 -0.0549
O -6.4596 -3.0396 1.6878
O -1.6279 3.9446 5.0179
O -2.7070 5.7283 6.6166
O -0.7057 9.7436 -9.4000
O 3.9451 -3.7353 -0.7968
O -5.0137 2.4435 9.0553
N 1.9287 -2.8936 -0.0259
N 6.9622 -0.7596 -0.9192
C -2.2763 0.8248 -2.2558
C -1.6938 9.0076 -8.9079
C -9.3019 -0.9308 1.7347
C -3.5862 1.8066 7.2506
C 4.9899 -2.2642 1.4032
C 7.0496 -8.9343 0.8923
C 3.3369 -2.8928 -0.2201
C -1.6513 0.0787 -3.3298
C 2.8638 3.6049 1.7650
C 6.7484 -7.0298 3.0712
C 5.4556 -1.1545 6.1594
C 1.6518 2.7697 1.3550
C 5.6633 -1.3211 2.3890
C 5.6569 -1.7318 3.8296
C -2.7754 2.7202 -3.7869
C 4.0117 -1.6228 0.4468
C 1.0805 -1.9202 -2.2929
C -9.5504 -2.8090 3.4283
C -8.3534 -3.2642 3.0350
C 7.2494 -5.2898 -6.2485
C 6.5523 -7.7167 0.6322
C 6.5490 -2.5247 -6.8215
C 2.0089 1.5836 0.4360
C -2.9470 9.4594 -8.7686
C 0.7869 2.3538 2.5350
C 5.8031 -3.0786 4.1768
C -5.8797 7.0648 -3.8060
C -5.3337 5.6991 -3.5026
C -7.5470 -2.5689 1.9710
C -0.4307 -2.3857 1.5436
C 8.2482 -4.3414 -6.7059
C -6.0187 5.9102 -1.1994
C 1.5890 -1.4505 0.1685
C 5.8273 -0.8420 -0.8264
C 1.5922 -0.9124 -1.3023
C -4.1973 2.8832 8.1074
C 5.9796 -4.8912 -6.0938
C 6.3833 -6.6817 1.7118
C -10.0987 -1.6122 2.8160
C 5.5868 -2.4948 6.5169
C -8.1031 -1.3853 1.3439
C -5.3998 5.1616 -2.2787
C 2.7622 -0.9257 1.0177
C 5.7751 -3.4528 5.5177
C -2.6982 2.2048 6.1737
C 2.4930 -1.3632 2.4713
C -2.3191 6.7411 -7.9453
C -2.1254 1.9871 -4.8611
C -3.6991 -0.8444 3.5481
C -6.5151 7.8100 -2.7352
C 7.2425 -8.2481 3.3312
C -2.8466 2.1781 -2.5661
C -6.5864 7.2723 -1.5088
C -3.5712 7.1952 -7.8023
C 5.4881 -0.7635 4.8237
C -3.0196 4.5763 6.8522
C -3.6607 -2.3093 0.9055
C -1.5735 0.6177 -4.5566
C 3.0067 0.6190 1.1243
C 0.1553 -1.2697 0.6883
C -3.0341 -3.7946 3.5928
C 5.5484 -3.4789 -6.3861
C -1.3027 7.6085 -8.5144
C -3.9696 8.5857 -8.2192
C 7.4359 -9.2774 2.2479
C -3.9261 4.1814 7.9158
C -2.4281 3.5020 5.9797
C 7.8199 -2.9223 -6.9723
H 6.2308 -1.5096 -7.0117
H 5.3018 -0.4027 6.9191
H -0.9860 -3.1126 0.9514
H -3.8374 -0.0187 2.8494
H 7.5697 -6.3014 -6.0438
H 7.9232 -9.5599 4.4453
H 5.7365 -2.8532 0.8762
H 0.0864 9.1724 -9.3924
H 3.9980 0.8757 0.7709
H -3.0235 -2.0249 0.0724
H -3.9525 -3.3441 0.7367
H 1.0284 3.4184 0.7362
H 6.6094 -6.2839 3.8413
H -3.9154 -4.3818 3.3540
H -6.9295 -4.4486 3.0859
H 0.1098 -0.3792 1.3041
H 0.3386 -2.9402 2.0764
H 3.0140 0.8794 2.1752
H -3.0467 -0.4548 4.3232
H 2.4170 -2.4421 2.5765
H -7.5228 -0.9022 0.5704
H -1.2590 -0.9019 -3.1013
H -3.2383 10.4609 -9.0514
H -4.6705 -1.1344 3.9347
H 9.6033 -2.6566 -7.3910
H 0.9177 -0.0672 -1.4014
H -3.1373 -3.4866 4.6326
H -4.3575 4.9613 8.5268
H 0.0162 1.6446 2.2494
H -3.1858 3.6955 -4.0074
H -5.0261 1.4705 8.9716
H 7.1775 -9.6848 0.1255
H -2.2765 1.4259 5.5545
H 1.7981 -3.4716 0.8016
H -0.5374 -1.0932 -0.1255
H 1.5888 -0.8900 2.8345
H -1.0727 0.6128 -6.3390
H -3.3417 2.2115 -0.7701
H 2.4996 2.0284 -0.4257
H -7.0625 7.2794 0.2808
H 3.1020 4.3005 0.9656
H -5.0038 4.1801 -2.0613
H -10.1364 -3.2994 4.1924
H 1.4049 1.8282 3.2681
H 5.8543 -6.4111 -0.4940
H 3.2862 -1.0282 3.1255
H 4.1981 -5.1575 -5.6507
H -4.8459 5.6584 -5.3093
H -2.1356 -4.4046 3.5635
H 5.5403 -2.7888 7.5514
H -6.9175 8.7858 -2.9672
H 5.8703 -4.4915 5.7966
H 2.5841 4.2239 2.6140
H -5.3490 7.0341 -7.2867
H 5.3797 0.2673 4.5272
H 2.5683 -0.5558 -1.6133
H 4.4281 -2.9831 1.9854
H 5.9252 -3.8234 3.4046
H 1.0666 1.1230 0.1766
H -4.5839 -1.7507 0.9173
H -1.6102 4.9171 5.1096
H -2.0250 5.7429 -7.6512
H 3.7351 3.0165 2.0294
H -10.7304 0.2456 1.6762
H 0.3670 3.2049 3.0590
```

As for the total energy: -158093.5830 eV. The spin multiplicity is 1. Its SMILES is CC(C)CC[C@@]1(C)[C@@](CCO[Si](C)(C)C)(CC(=O)I)NC(=O)[C@@]1(CC(=O)c1ccccc1)OC#N.O=C1C=C(O)C(=O)C=C1O.O=C1C=C(O)C(=O)C=C1O.O=C1C=C(O)C(=O)C=C1O.O=C1C=C(O)C(=O)C=C1O.O=C1C=C(O)C(=O)C=C1O.O=C1C=C(O)C(=O)C=C1O.O=C1C=C(O)C(=O)C=C1O.


[3]
Below is a structure of composition C3H10N in a non-equilibrium geometry, with properties calculated with ωB97M-V/def2-TZVPD.

Structure (XYZ):
```
14
Properties=species:S:1:pos:R:3
N 0.9172 0.5906 0.3178
C -2.0617 -0.0419 -0.5866
C 0.5144 0.3898 1.5646
C 1.6824 -0.4552 -0.4389
H 1.0491 1.5055 0.0370
H 1.3228 -1.4218 -0.0304
H -0.1829 1.2103 1.9157
H -2.8528 -0.6521 -0.8008
H 0.4818 -0.6712 1.8085
H -1.5453 0.6203 -1.7283
H 1.3254 -0.2793 -1.4883
H -1.4509 -0.9682 -0.7568
H -1.9800 0.3989 0.4895
H 2.7803 -0.2256 -0.3029
```

The spin multiplicity is 1. The calculation puts the energy above the lowest of the compared OMol25 structures with the same formula, charge and spin at 89.61 kcal/mol. As for the total charge: +1.


[4]
Below is a structure of composition C27H32IrN4O4P in a non-equilibrium geometry, with properties calculated with ωB97M-V/def2-TZVPD.

Structure (XYZ):
```
69
Properties=species:S:1:pos:R:3
Ir -0.3068 0.1045 -1.3147
P -0.3209 0.0536 1.0363
O -1.7589 0.6495 1.1979
O -0.5428 -1.4817 1.3073
O 0.5609 0.4382 2.2476
O 1.7138 0.3729 -1.2549
N 1.0919 2.5927 -1.1140
N -2.2874 0.6092 -1.4939
N -0.1555 2.0587 -1.2031
N -0.3069 -1.8983 -1.5618
C 0.1415 -2.9793 3.0858
C 3.7797 3.3789 -0.9975
C 1.4377 1.6037 2.4533
C -3.7240 2.4991 -1.4580
C -4.8299 1.6697 -1.6070
C -4.6382 0.3046 -1.7055
C -3.0670 1.8965 2.8199
C -0.2021 -3.0368 -1.6514
C 3.4238 2.0286 -1.0547
C 5.7459 1.4121 -0.9730
C -2.4589 1.9546 -1.4044
C -1.2094 4.2519 -1.2120
C -0.8317 -5.2079 -0.7706
C -3.3455 -0.1866 -1.6416
C 5.1138 3.7374 -0.9407
C 0.6018 -5.0861 -2.7340
C 0.6436 -6.4673 -2.7766
C -2.5504 0.5343 2.4327
C 0.6631 2.8637 2.7408
C -0.0428 -7.2136 -1.8269
C -1.2337 2.7657 -1.2607
C -0.7866 -6.5869 -0.8333
C -0.1307 -4.4605 -1.7240
C 2.0171 1.6406 -1.1456
C 6.0972 2.7549 -0.9398
C 0.5166 -2.3927 1.7478
C 4.4137 1.0450 -1.0324
H -1.6963 4.6789 -2.0909
H -3.5679 2.3642 1.9716
H -3.1509 -1.2483 -1.7083
H 0.0440 3.1575 1.8903
H 2.0875 1.7232 1.5864
H 1.1272 -4.4919 -3.4699
H -1.7413 4.6217 -0.3317
H -1.9364 0.0937 3.2175
H 2.0505 1.3235 3.3050
H -5.4704 -0.3725 -1.8322
H 3.0053 4.1326 -1.0074
H 5.3866 4.7832 -0.9000
H 1.4619 -1.8552 1.8114
H 7.1404 3.0406 -0.9174
H 0.6016 -3.1616 0.9822
H -3.8330 3.5724 -1.3808
H 1.3698 3.6678 2.9453
H -1.4064 -4.6998 -0.0063
H -0.7988 -3.5263 3.0150
H 6.5152 0.6521 -0.9572
H -3.3645 -0.1490 2.2008
H -1.3332 -7.1780 -0.1113
H -0.1826 4.5985 -1.1744
H 4.1277 0.0026 -1.0696
H -3.7824 1.7941 3.6354
H 0.0077 -8.2938 -1.8555
H 0.0353 2.7378 3.6227
H 0.0287 -2.1902 3.8290
H 1.2097 -6.9636 -3.5523
H -2.2594 2.5462 3.1524
H -5.8287 2.0830 -1.6525
H 0.9206 -3.6663 3.4151
```

The spin multiplicity is 1. The calculation puts the energy above the lowest of the compared OMol25 structures with the same formula, charge and spin at 0.00 kcal/mol. As for the total charge: +2.